[1]
Formula: C6H13NOS
Source: the OMol25 dataset
Level of theory: ωB97M-V/def2-TZVPD

```
22
Properties=species:S:1:pos:R:3:forces:R:3:nbo_charge:R:1
C -2.7451 1.4236 -0.3100 -0.6 2.7 2.8 -0.324
C -1.9404 0.6130 -0.8693 2.2 -2.7 -0.9 -0.416
S -0.9356 -0.4753 0.1923 -3.3 -5.2 -1.8 1.762
N -1.3331 -0.1426 1.6489 0.8 -0.8 -0.2 -1.137
O -1.4322 -2.0053 -0.4569 2.5 5.8 2.2 -0.916
C 0.8714 -0.2500 -0.0625 0.8 -0.8 0.8 -0.222
C 1.3505 0.8972 0.8166 0.2 1.7 1.7 -0.662
C 1.4670 -1.5501 0.5141 -2.3 0.2 1.4 -0.626
C 1.1159 -0.0395 -1.5348 -4.0 1.1 -0.3 -0.615
H -3.4641 1.8497 -0.9531 -0.9 0.8 -0.3 0.211
H -2.5838 1.7843 0.7411 -0.7 -0.7 -1.1 0.243
H -2.0661 0.3588 -1.9252 0.6 -0.5 0.5 0.251
H -0.7435 -0.7502 2.2784 -0.8 0.8 -0.8 0.382
H 1.1843 1.8527 0.3290 0.3 0.2 -0.5 0.217
H 0.6930 1.0415 1.6937 0.1 -0.6 -0.3 0.254
H 2.3879 0.9618 1.3268 -1.3 -0.9 -1.5 0.240
H 0.9900 -2.4978 0.3511 -0.5 -0.2 -1.1 0.257
H 1.4068 -1.5228 1.5988 0.2 0.5 0.4 0.208
H 2.4572 -1.5950 0.2850 2.9 -0.2 -0.8 0.218
H 2.1171 -0.0073 -1.7721 2.3 0.4 -0.4 0.223
H 0.6726 -0.9087 -2.0457 0.0 0.4 -0.2 0.241
H 0.5301 0.9619 -1.8462 1.6 -2.2 0.4 0.212
```
Forces are in eV/Å.

Properties
Energy relative to the best compared isomer or geometry (same formula, charge and spin) (kcal per mole): 123.9
Lowest unoccupied orbital energy (Eh): 0.02531
HOMO (eV): -9.19
E (a.u.): -764.41984
Frontier orbital gap (eV): 9.88
Net charge: 0
Structure (SMILES): C=C[S@@](=N)(=O)C(C)(C)C

[2]
Formula: C4H10O
Source: the OMol25 dataset
Level of theory: ωB97M-V/def2-TZVPD

```
15
Properties=species:S:1:pos:R:3:forces:R:3:nbo_charge:R:1
C -1.5282 -0.6416 -0.7251 0.9 -0.2 -0.6 -0.423
C -0.6341 0.2756 -0.3716 -0.2 -0.1 0.2 0.043
C -0.6339 0.9391 0.9716 0.5 -0.3 0.9 -0.651
C 0.4994 0.6763 -1.2866 -1.0 0.6 -0.6 -0.644
H -1.4104 -1.0767 -1.7172 -0.3 0.0 0.1 0.186
H -2.2249 -1.1039 -0.0487 -0.3 0.2 0.1 0.198
H -0.9004 0.2823 1.8084 -0.3 -0.1 -0.4 0.222
H -1.2858 1.8037 1.0299 -0.1 0.2 -0.2 0.218
H 0.3744 1.2634 1.2395 0.0 0.2 -0.2 0.209
H 1.3348 0.0106 -1.1185 0.4 0.2 0.1 0.217
H 0.7394 1.7340 -1.1455 0.4 -0.2 0.3 0.209
H 0.2139 0.6222 -2.3448 0.0 -0.3 0.2 0.214
O 1.4557 -1.5489 1.2304 -0.6 0.2 0.2 -0.944
H 2.0234 -1.3666 1.9839 0.3 -0.1 -0.3 0.474
H 1.9769 -1.8695 0.4944 0.4 0.0 0.1 0.474
```
Forces are in eV/Å.

Properties
Energy relative to the best compared isomer or geometry (same formula, charge and spin) (kcal per mole): 21.7
Lowest unoccupied orbital energy (Eh): 0.02789
HOMO (eV): -8.97
E (a.u.): -233.61040
Frontier orbital gap (eV): 9.73
Net charge: 0
Structure (SMILES): C=C(C)C.O

[3]
Formula: C26H34NO4PS4SeTeTi
Source: the OMol25 dataset
Level of theory: ωB97M-V/def2-TZVPD

```
73
Properties=species:S:1:pos:R:3:forces:R:3:mulliken_spin:R:1
Ti 0.0708 0.3457 0.6080 -0.2 -0.4 0.1 1.000
C 0.1918 0.6523 4.3558 0.0 0.0 0.1 0.005
Te 0.9356 -0.8634 3.0800 0.2 -0.1 0.1 -0.008
C -0.3815 -2.2778 3.9780 -0.1 -0.2 0.0 -0.003
H -0.8491 0.8167 4.0842 0.0 0.0 0.0 0.000
H 0.7841 1.5478 4.1891 0.0 0.0 0.0 0.001
H 0.2739 0.3158 5.3871 0.0 0.0 0.0 0.000
H -0.0079 -2.5126 4.9734 0.0 0.0 0.0 -0.001
H -0.4009 -3.1713 3.3546 0.0 0.0 0.1 0.001
H -1.3808 -1.8521 4.0220 0.0 0.0 0.0 0.000
O 8.4658 -0.9983 0.6298 -0.1 0.0 0.0 0.000
C 7.5395 -0.6774 -0.3137 -0.2 0.1 0.1 0.000
O 7.8298 -0.7808 -1.4737 0.0 0.0 0.0 0.000
C 6.2143 -0.1936 0.1867 0.3 -0.1 -0.1 0.000
C 5.3376 0.3624 -0.7379 -0.2 0.1 -0.1 -0.001
C 4.1070 0.8470 -0.3367 0.0 0.0 -0.2 0.000
C 3.7021 0.7890 0.9985 -0.3 0.1 0.0 -0.002
S 2.1597 1.4955 1.5148 0.4 0.1 -0.2 0.006
C 4.5783 0.2114 1.9176 0.1 0.0 0.1 0.007
C 5.8150 -0.2727 1.5170 -0.2 0.0 0.1 -0.003
H 8.0974 -0.8270 1.5052 0.1 0.0 -0.1 0.000
H 5.6394 0.4063 -1.7762 0.0 0.0 0.0 0.000
H 3.4292 1.2717 -1.0673 0.0 0.0 0.0 -0.001
H 4.2780 0.1361 2.9551 0.0 0.0 0.0 -0.001
H 6.4379 -0.7364 2.2766 0.0 0.0 0.0 0.000
Se -2.0009 -0.9431 1.3573 -0.1 -0.2 0.0 -0.020
C -3.4973 -0.3871 0.3179 0.0 0.1 0.0 0.007
C -3.9553 -1.1529 -0.7471 0.0 -0.1 -0.1 0.000
C -5.0762 -0.7347 -1.4504 0.0 0.1 0.0 0.001
N -5.7727 0.3707 -1.1737 0.2 0.0 0.2 -0.001
C -5.3240 1.0957 -0.1443 -0.1 -0.1 -0.1 0.001
C -4.2123 0.7695 0.6148 -0.1 -0.1 0.1 -0.002
H -3.4385 -2.0667 -1.0253 0.0 0.1 0.0 -0.001
H -5.4354 -1.3248 -2.2877 0.0 0.0 0.0 0.000
H -5.8863 1.9968 0.0831 0.0 0.0 0.0 0.000
H -3.8995 1.4032 1.4345 0.0 0.0 0.0 0.000
C 1.1086 3.3081 -3.1323 0.0 0.0 -0.1 -0.001
C 1.3842 4.0193 -1.8234 0.0 -0.1 0.1 0.001
C 1.0901 5.5054 -1.8765 0.0 0.1 0.0 0.000
O 0.6995 3.4306 -0.7010 0.2 0.2 0.1 -0.006
P -0.7545 2.8556 -0.5198 -0.4 0.6 -0.2 0.008
S -1.0211 2.5921 1.4238 0.2 -0.1 0.0 -0.001
S -1.0314 1.1729 -1.5176 0.2 -0.3 0.0 -0.002
O -1.5976 4.0621 -1.1555 0.1 0.1 0.1 0.004
C -3.0232 4.2431 -1.2942 0.1 -0.1 0.0 0.005
C -3.7022 4.3150 0.0564 -0.1 0.0 0.1 -0.003
C -3.6358 3.2100 -2.2167 -0.1 -0.1 -0.1 -0.004
H 1.7507 3.7445 -3.9005 0.0 0.0 0.0 0.000
H 0.0673 3.4278 -3.4387 0.0 0.0 0.0 0.000
H 1.3138 2.2409 -3.0626 0.0 0.0 0.0 0.001
H 2.4317 3.8745 -1.5525 0.0 0.0 0.0 0.001
H 0.0339 5.6819 -2.0774 0.0 0.0 0.0 0.000
H 1.6843 5.9619 -2.6715 0.0 0.0 0.0 0.000
H 1.3484 5.9804 -0.9298 0.0 0.0 0.0 0.000
H -3.0823 5.2218 -1.7731 0.0 0.1 0.0 0.001
H -3.7022 3.3424 0.5496 0.0 0.1 -0.1 0.002
H -4.7374 4.6336 -0.0849 0.0 0.0 0.0 0.000
H -3.2009 5.0290 0.7100 0.0 0.0 0.0 0.000
H -3.6321 2.2158 -1.7727 0.0 0.1 0.0 0.003
H -3.0923 3.1575 -3.1608 0.0 0.1 0.0 0.000
H -4.6715 3.4894 -2.4233 0.0 0.0 0.0 0.000
S 1.5131 -1.1912 -0.5716 0.1 -0.5 -0.1 0.014
C 0.6497 -2.7495 -0.4453 0.0 0.2 0.0 -0.010
C 0.9235 -3.6260 0.6029 0.0 -0.1 0.0 0.004
C 0.2354 -4.8268 0.7290 0.0 0.0 -0.1 0.002
C -0.7269 -5.1875 -0.2057 0.0 0.1 0.0 -0.003
C -0.9836 -4.3337 -1.2730 0.0 0.0 0.1 0.003
C -0.3059 -3.1292 -1.3871 0.0 0.1 -0.1 0.001
H 1.6882 -3.3565 1.3224 0.0 0.0 0.0 -0.004
H 0.4528 -5.4836 1.5631 0.0 0.0 0.0 0.000
H -1.2715 -6.1176 -0.1017 0.0 0.0 0.0 0.000
H -1.7202 -4.6086 -2.0194 0.0 0.0 0.0 0.000
H -0.5279 -2.4521 -2.2031 0.0 0.0 0.0 0.001
```
Forces are in eV/Å.

Properties
Spin multiplicity: 2
Energy relative to the best compared isomer or geometry (same formula, charge and spin) (kcal per mole): 17.1
Lowest unoccupied orbital energy (alpha / beta) (Eh): 0.07917 / 0.07927
HOMO (alpha / beta) (eV): -4.67 / -5.16
E (a.u.): -6820.18937
Frontier orbital gap (alpha / beta) (eV): 6.83 / 7.32
Net charge: -1

[4]
Formula: C4H11N2OTl
Source: the OMol25 dataset
Level of theory: ωB97M-V/def2-TZVPD

```
19
Properties=species:S:1:pos:R:3:forces:R:3:lowdin_charge:R:1
Tl -0.6759 0.0789 -3.5693 -0.3 0.0 -0.1 1.241
N 0.6146 -0.0748 1.6401 0.0 0.0 -0.1 0.074
C 0.0747 1.2323 1.1128 0.1 -0.1 0.2 -0.072
C 0.0465 1.2039 -0.4067 -0.1 0.0 -0.1 -0.181
N -0.7265 0.0617 -0.9457 0.2 0.0 0.3 -0.168
C -0.2004 -1.2128 -0.4065 -0.1 0.0 -0.1 -0.180
C -0.1796 -1.2451 1.1130 0.1 0.1 0.2 -0.072
H 0.5914 -0.0723 2.6635 0.0 0.0 0.0 0.198
H 1.6022 -0.1763 1.3882 0.0 0.0 0.0 0.194
H 0.7088 2.0349 1.4876 0.0 0.0 0.0 0.154
H -0.9217 1.3397 1.5438 0.0 0.1 -0.1 0.151
H 1.0636 1.1438 -0.8045 0.0 0.0 0.0 0.138
H -0.3898 2.1398 -0.7570 0.0 0.0 0.0 0.142
H -1.7011 0.1607 -0.6642 0.0 0.0 -0.1 0.128
H 0.8078 -1.3601 -0.8041 0.0 0.0 0.0 0.138
H -0.8171 -2.0407 -0.7574 0.0 0.0 0.0 0.142
H 0.2778 -2.1597 1.4885 0.0 0.0 0.0 0.154
H -1.1772 -1.1472 1.5434 0.0 -0.1 -0.1 0.151
O 1.0018 0.0933 -4.8655 0.2 0.0 0.0 -0.332
```
Forces are in eV/Å.

Properties
Lowest unoccupied orbital energy (alpha / beta) (Eh): -0.40025 / -0.35390
HOMO (alpha / beta) (eV): -18.62 / -17.63
E (a.u.): -515.46887
Frontier orbital gap (alpha / beta) (eV): 7.73 / 8.00
Net charge: +2

[5]
Formula: C4H8O2
Source: the OMol25 dataset
Level of theory: ωB97M-V/def2-TZVPD

```
14
Properties=species:S:1:pos:R:3:forces:R:3:nbo_charge:R:1
C -1.5033 0.4655 0.9174 -0.2 0.2 0.1 -0.241
O -0.5233 -0.4736 0.5403 0.1 -0.1 -0.1 -0.574
C 0.2520 -0.1146 -0.6000 0.1 0.1 -0.1 -0.078
C 1.4595 0.7270 -0.2042 0.1 0.1 0.0 -0.628
C 0.7339 -1.3581 -1.3481 -0.2 -0.1 0.3 0.268
O 0.2654 -2.4233 -0.7690 0.1 0.2 -0.1 -0.633
H -2.2360 0.6256 0.1142 0.1 0.0 0.1 0.171
H -1.0499 1.4297 1.1810 -0.1 -0.1 0.0 0.173
H -2.0180 0.0680 1.7946 0.1 0.0 -0.1 0.198
H -0.3755 0.4363 -1.3214 0.1 -0.1 0.1 0.198
H 2.0595 0.1813 0.5303 0.0 0.1 -0.1 0.218
H 1.1544 1.6806 0.2375 0.0 -0.1 -0.1 0.210
H 2.0809 0.9280 -1.0800 -0.1 0.0 0.1 0.234
H -0.2995 -2.1725 0.0074 0.0 0.0 -0.1 0.484
```
Forces are in eV/Å.

Properties
Energy relative to the best compared isomer or geometry (same formula, charge and spin) (kcal per mole): 81.6
Lowest unoccupied orbital energy (Eh): 0.02954
HOMO (eV): -8.59
E (a.u.): -307.58236
Frontier orbital gap (eV): 9.40
Net charge: 0

[6]
Formula: C4H10FN
Source: the OMol25 dataset
Level of theory: ωB97M-V/def2-TZVPD

```
16
Properties=species:S:1:pos:R:3:forces:R:3:nbo_charge:R:1
C -0.7795 -1.1237 -0.2469 0.4 0.2 0.5 -0.615
C 0.3125 -0.0758 -0.0612 -0.2 -1.0 -0.4 0.052
C 0.3977 0.2282 1.4154 2.4 0.0 1.8 -0.615
C -0.0320 1.1252 -0.9271 0.5 1.7 1.6 -0.623
N 1.6150 -0.7364 -0.4333 0.8 0.1 -0.8 -0.207
F 2.7068 -0.0533 0.2361 -0.5 0.0 -0.3 -0.302
H -1.3456 -1.0804 -1.1213 -0.9 0.7 -1.6 0.206
H -0.5150 -2.1294 -0.2102 1.4 -1.8 0.1 0.228
H -1.4257 -1.0725 0.5796 -1.3 0.4 1.0 0.213
H 1.0972 1.1354 1.5822 -1.4 -1.4 0.0 0.228
H 0.8525 -0.6624 2.0141 -0.5 1.4 -1.3 0.230
H -0.5755 0.3270 1.8820 -0.2 0.6 -0.2 0.215
H 0.9145 1.6585 -1.0343 -0.3 0.7 0.2 0.215
H -0.2824 0.8430 -1.8929 -0.5 -0.9 -1.9 0.205
H -0.8879 1.8075 -0.5957 1.4 -1.0 0.1 0.223
H 1.9721 -0.6017 -1.4216 -1.2 0.0 1.2 0.348
```
Forces are in eV/Å.

Properties
Energy relative to the best compared isomer or geometry (same formula, charge and spin) (kcal per mole): 59.5
Lowest unoccupied orbital energy (Eh): 0.03408
HOMO (eV): -9.73
E (a.u.): -312.92417
Frontier orbital gap (eV): 10.66
Net charge: 0
Structure (SMILES): CC(C)(C)NF